1.
Computed, not measured: the molecule C3H7N3O3, with wB97M-V/def2-TZVPD.

- SMILES = N/C(=N/CC(=O)O)NO
- E_LUMO (eV) = 0.1
- ΔE to the lowest compared entry with this formula, charge and spin (kcal/mol) = 120.8
- highest occupied orbital energy (eV) = -9.06
- Kohn-Sham gap (eV) = 9.17
- largest force on an atom (eV/Å) = 7.187

Cartesian coordinates (Å):
N (-0.653, -0.048, 0.294)
H (2.368, 0.374, -0.901)
C (-0.185, 1.201, -0.045)
O (-0.051, -3.594, -0.099)
N (-0.962, 2.382, -0.037)
O (1.976, 0.525, -0.100)
H (-1.862, 1.961, -0.502)
C (0.266, -1.086, 0.245)
C (-0.473, -2.433, 0.175)
H (1.044, -1.203, -0.556)
H (0.545, -1.156, 1.404)
H (1.270, 2.416, -0.054)
O (-1.901, -2.321, 0.574)
H (-0.558, 2.946, -0.823)
H (-1.911, -1.396, 0.765)
N (1.087, 1.432, -0.340)



2.
Computed, not measured: the molecule C2H7NS2, with wB97M-V/def2-TZVPD.

- SMILES = CNSCS
- E_LUMO (eV) = 0.8
- ΔE to the lowest compared entry with this formula, charge and spin (kcal/mol) = 26.7
- highest occupied orbital energy (eV) = -8.70
- Kohn-Sham gap (eV) = 9.50
- largest force on an atom (eV/Å) = 2.090

Cartesian coordinates (Å):
S (0.881, -2.194, 1.827)
H (-0.823, 0.950, -1.227)
S (-1.041, -1.155, -0.417)
H (1.076, -2.433, -0.681)
H (1.364, -0.988, 1.787)
H (0.985, 1.093, 0.984)
C (-0.076, 1.040, 0.735)
N (-0.209, 0.440, -0.583)
H (-0.627, 0.416, 1.442)
C (0.266, -2.255, 0.082)
H (-0.556, 2.049, 0.821)
H (-0.318, -3.195, 0.079)



3.
Computed, not measured: C7H14FN2Zr as an isolated structure, with wB97M-V/def2-TZVPD.

- E_LUMO (eV) = -3.8
- total charge = +1
- highest occupied orbital energy (eV) = -11.91
- Kohn-Sham gap (eV) = 8.09
- largest force on an atom (eV/Å) = 5.848

Cartesian coordinates (Å):
Zr (0.000, 0.000, 0.000)
C (-2.290, 1.308, 1.888)
H (-2.870, 1.325, 0.977)
H (1.847, 1.609, 1.077)
N (-1.536, -1.676, -0.016)
C (-2.848, 1.764, 3.091)
C (-0.788, 1.240, 4.256)
H (-1.634, -2.202, -0.894)
H (0.604, 1.025, -2.523)
C (-2.096, 1.730, 4.273)
C (-0.981, 0.819, 1.874)
F (-2.637, 2.167, 5.438)
H (-1.281, -2.370, 0.700)
H (-0.941, 0.487, -2.675)
H (-0.204, 1.207, 5.167)
H (2.001, 1.595, -0.712)
H (-3.862, 2.140, 3.109)
H (1.220, -0.868, 0.297)
H (0.774, 0.394, 3.044)
C (-0.235, 0.784, 3.058)
H (0.312, -0.574, -2.745)
H (-2.483, -1.360, 0.236)
N (-0.030, 0.261, -2.249)
C (1.287, 1.590, 0.131)
H (0.634, 2.485, 0.075)



4.
Computed, not measured: C9H17Br6Cl3O2Sr2 as an isolated structure, with wB97M-V/def2-TZVPD.

- E_LUMO (eV) = -8.4
- total charge = +2
- ΔE to the lowest compared entry with this formula, charge and spin (kcal/mol) = 0.0
- highest occupied orbital energy (eV) = -13.90
- Kohn-Sham gap (eV) = 5.48
- largest force on an atom (eV/Å) = 2.767

Cartesian coordinates (Å):
H (2.331, 3.083, -0.852)
Br (-1.330, -5.346, 0.767)
Br (-0.881, 1.176, -3.644)
Sr (2.585, -2.420, 1.867)
C (-1.997, 3.280, -2.212)
O (0.807, -0.947, 1.712)
Cl (-1.569, 0.874, 5.494)
H (-0.606, -0.605, 0.253)
O (2.615, -1.318, -0.578)
H (-3.154, -3.808, 2.367)
H (2.562, 3.067, -3.234)
H (-1.074, -0.476, 3.660)
H (-1.873, -2.717, 2.190)
H (-3.347, -4.166, -0.065)
H (1.054, -0.270, -1.505)
C (-1.306, -0.633, 4.700)
H (-1.472, 3.978, -2.834)
Br (4.336, 1.801, -0.136)
C (2.873, 2.275, -1.325)
Br (4.324, 1.366, -3.591)
Br (-4.006, -1.720, 1.391)
Cl (0.042, -1.505, 5.454)
C (-1.255, 2.064, -1.959)
Br (-2.272, 4.171, -0.496)
Cl (-2.701, -1.653, 4.818)
H (0.704, -1.924, -0.938)
H (0.499, 0.677, 0.496)
H (2.312, 1.359, -1.409)
H (-1.857, 1.375, -1.387)
H (4.027, 3.589, -2.520)
C (-2.428, -3.812, 0.377)
H (-0.320, 2.253, -1.451)
C (0.474, -0.450, 0.476)
Sr (4.865, -1.071, -1.287)
H (-2.972, 3.043, -2.606)
C (3.391, 2.708, -2.615)
C (1.248, -1.001, -0.703)
H (-1.900, -3.186, -0.311)
C (-2.729, -3.111, 1.639)



5.
Computed, not measured: C29H34Cl4CrN5O2 as an isolated structure, with wB97M-V/def2-TZVPD.

- E_LUMO (alpha / beta) (eV) = -0.6 / -0.6
- multiplicity = 4
- ΔE to the lowest compared entry with this formula, charge and spin (kcal/mol) = 38.0
- highest occupied orbital energy (alpha / beta) (eV) = -4.37 / -4.37
- Kohn-Sham gap (alpha / beta) (eV) = 3.78 / 3.79
- ⟨S²⟩ = 3.773
- largest force on an atom (eV/Å) = 0.663

Cartesian coordinates (Å):
H (1.494, -0.161, 1.991)
H (-0.899, -5.465, 3.849)
C (1.758, 3.103, 1.961)
H (3.180, 2.604, 0.609)
C (-4.037, -2.752, -0.989)
C (2.206, 2.991, -2.482)
C (0.254, 1.409, -2.740)
C (-1.479, 0.638, 1.312)
H (2.022, 3.213, -3.538)
H (-0.553, -0.764, 0.100)
Cl (6.092, -0.369, 0.275)
Cl (1.022, -3.474, -1.631)
H (3.295, 4.573, -0.264)
H (-3.924, -3.547, 1.517)
C (1.844, 1.738, 2.627)
H (0.170, 1.905, -3.711)
H (-0.523, 1.411, 3.102)
H (2.219, 0.962, -2.522)
H (0.107, -2.030, 1.538)
H (-0.444, -0.338, 2.909)
O (1.213, -0.640, -0.765)
N (2.231, 2.974, 0.570)
C (-4.937, -0.352, -2.019)
H (-3.666, -3.707, -0.644)
C (-0.909, 1.805, -1.816)
C (-0.673, -2.703, 1.874)
H (-1.616, 0.980, -1.746)
C (2.257, 4.236, -0.209)
C (-1.994, -2.577, 1.357)
C (-0.370, 0.607, 2.376)
C (-5.005, -2.731, -1.974)
C (4.827, -2.600, -0.672)
H (0.724, 3.459, 1.942)
H (-2.403, 0.542, 1.889)
Cr (1.439, 1.123, -0.158)
N (-0.432, 2.082, -0.436)
O (3.274, 0.637, 0.054)
H (-1.440, 2.687, -2.189)
H (-5.297, 0.601, -2.392)
C (-1.499, 1.993, 0.606)
C (-3.465, -1.566, -0.472)
H (-5.384, -3.673, -2.353)
H (1.996, 5.078, -2.132)
H (-3.245, -5.300, 3.017)
N (1.043, 0.742, 1.873)
C (-5.472, -1.535, -2.511)
N (-1.479, -0.415, 0.313)
C (-2.387, -1.526, 0.482)
N (1.600, 1.682, -2.161)
H (0.609, 4.179, -1.656)
Cl (6.363, -3.381, -0.635)
H (0.215, 0.333, -2.896)
C (-0.294, -3.717, 2.738)
H (1.715, 5.003, 0.349)
C (-3.971, -0.370, -1.029)
H (1.497, 1.800, 3.661)
C (4.725, -1.265, -0.273)
C (3.492, -0.634, -0.312)
H (-3.617, 0.574, -0.634)
H (-2.467, 2.169, 0.134)
C (2.355, -1.334, -0.751)
H (0.740, -3.761, 3.065)
H (2.352, 3.837, 2.516)
C (-2.501, -4.582, 2.690)
H (2.881, 1.399, 2.636)
H (-1.325, 2.813, 1.309)
Cl (3.826, -4.939, -1.584)
H (3.285, 2.878, -2.354)
C (1.701, 4.151, -1.634)
C (3.697, -3.294, -1.097)
C (-2.887, -3.590, 1.819)
C (2.450, -2.664, -1.136)
H (-0.151, 3.055, -0.435)
C (-1.195, -4.675, 3.173)
H (-6.229, -1.531, -3.283)



Which of these has the lowest largest force on an atom?
C29H34Cl4CrN5O2